{"formula": "C5H6O2", "method": "ωB97M-V with the def2-TZVPD basis set", "smiles": "O/C=C/C#CCO", "homo_lumo_gap_ev": 8.864, "e_homo_ev": -8.4, "elements": ["O", "C", "C", "C", "C", "C", "O", "H", "H", "H", "H", "H", "H"], "xyz": [[-3.61930, -0.76114, 0.37453], [-2.50528, -0.46691, -0.23856], [-1.52013, 0.05163, 0.59264], [-0.12529, 0.01790, 0.34686], [1.06525, -0.05940, 0.17219], [2.52005, -0.08934, -0.03767], [3.03097, 1.05617, -0.71245], [-3.01064, -0.46790, 1.33194], [-2.47575, -0.67789, -1.30138], [-1.87682, 0.89079, 1.20838], [3.01649, -0.23515, 0.93865], [2.78766, -0.94848, -0.66490], [2.67344, 1.83346, -0.25639]], "mulliken_charge": [-0.4763, 0.0922, -1.2868, -0.0800, 0.9057, -0.6563, -0.5199, 0.4520, 0.3998, 0.3080, 0.2632, 0.2812, 0.3173]}